Entry 1:
Molecular formula: C24H61BN6O5P2
Method: DFT, ωB97M-V with the def2-TZVPD basis set

Calculated values
E_LUMO   0.51 eV
Gap between HOMO and LUMO   9.0 eV
Relative energy (zero: lowest compared OMol25 entry of this formula, charge and spin)   0.0 kcal/mol
Structure (SMILES)   CN(C)P(=O)(N(C)C)N(C)C.CN(C)P(=O)(N(C)C)N(C)C.CCCCB(CCOC(C)=O)COCCC
Electronic energy   -2363.31136 hartree
HOMO level   -0.313 Eh

The geometry in XYZ format:
```
99
Properties=species:S:1:pos:R:3:forces:R:3
C -7.2306 -1.6346 1.2443 -0.1011 -0.3967 0.0142
N -6.1341 -0.8988 0.6451 0.1951 -0.0893 -0.4390
C -6.4781 -0.4305 -0.6942 0.1961 0.4326 -0.2572
P -4.4721 -1.2538 0.8537 -2.6338 1.0879 4.3752
O -3.8030 -0.0068 0.4074 1.0623 -1.4540 -2.0935
N -4.0563 -1.2729 2.5138 -0.0121 0.3066 0.0194
C -5.0194 -1.5510 3.5619 -0.0020 -0.4607 0.0394
C -3.1099 -0.2534 2.9576 0.0511 0.1820 -0.0768
N -4.5774 -2.9718 0.7751 1.8614 0.3314 -1.7978
C -3.3834 -3.6931 1.2752 0.0094 -0.1264 0.3245
C -4.7904 -3.4489 -0.6146 -0.5930 0.0457 -0.0150
H -7.4014 -2.6244 0.7964 0.0362 0.0194 -0.0167
H -8.1498 -1.0582 1.1207 0.0529 0.0631 -0.1026
H -7.1040 -1.7668 2.3123 0.1001 -0.0524 -0.0665
H -6.4666 -1.2277 -1.4501 -0.1265 0.0122 0.0272
H -5.7759 0.3366 -1.0166 0.0766 -0.0640 0.0437
H -7.4715 0.0205 -0.7093 -0.0335 -0.0542 0.1874
H -5.7508 -0.7419 3.6831 -0.0154 -0.0287 0.0375
H -4.5000 -1.6761 4.5151 0.0777 0.0895 -0.0330
H -5.5412 -2.4926 3.3857 -0.0387 0.0580 -0.1131
H -3.5845 0.7268 3.0855 0.0514 0.0233 0.0062
H -2.2891 -0.1441 2.2557 -0.0658 0.0411 -0.0765
H -2.6803 -0.5548 3.9162 -0.1089 -0.0787 0.0219
H -2.4676 -3.3985 0.7537 0.0174 -0.0668 -0.0406
H -3.5353 -4.7637 1.1321 -0.0699 0.0305 -0.1498
H -3.2393 -3.5325 2.3377 -0.0586 0.1868 -0.0091
H -4.0184 -3.0933 -1.3035 0.0484 -0.0757 -0.0087
H -5.7617 -3.1291 -0.9899 0.0239 0.0998 0.0564
H -4.7926 -4.5373 -0.6345 0.0380 -0.0111 0.0897
C 4.1740 -3.3929 3.8584 0.0794 -0.3857 -0.1323
N 3.5104 -2.2646 3.2328 -0.4800 -0.0803 -0.3192
C 2.0696 -2.3088 3.4774 -0.2285 0.4311 0.0230
P 3.9579 -1.5631 1.7355 3.7996 -0.0285 3.8482
O 3.2760 -0.2469 1.7596 -1.5677 -0.8316 -2.1304
N 5.6011 -1.0822 1.7948 -0.0918 0.2597 0.0994
C 6.5760 -1.6971 2.6739 0.1723 -0.3564 -0.2531
C 5.8587 0.3508 1.6872 -0.1150 0.1644 0.0313
N 4.3167 -3.0088 0.8744 -1.6184 1.0606 -1.7256
C 5.1076 -2.8147 -0.3645 0.3462 -0.0324 -0.0120
C 3.0839 -3.7278 0.4652 -0.0992 -0.3020 0.5010
H 3.9781 -4.3554 3.3636 -0.0213 0.0341 -0.0225
H 3.8234 -3.4791 4.8890 -0.1115 0.0636 -0.0321
H 5.2464 -3.2603 3.9205 -0.0383 -0.0013 -0.1192
H 1.5488 -3.0686 2.8783 0.0181 -0.0559 0.1080
H 1.6168 -1.3433 3.2558 0.0742 0.0048 -0.0859
H 1.8736 -2.5250 4.5286 0.1103 -0.0180 0.0222
H 6.3988 -1.4549 3.7296 0.0428 -0.0243 0.0067
H 7.5775 -1.3451 2.4149 -0.0473 0.1116 -0.0229
H 6.6034 -2.7797 2.5457 -0.1149 0.0068 0.0268
H 5.6680 0.8787 2.6296 0.0044 0.0454 -0.0273
H 5.2480 0.8045 0.9129 -0.0833 -0.0215 0.0520
H 6.9037 0.5087 1.4100 0.0297 -0.1200 0.0469
H 4.6252 -2.1279 -1.0662 -0.0187 -0.0507 -0.0590
H 5.2331 -3.7807 -0.8549 -0.1581 -0.0404 0.0413
H 6.1007 -2.4387 -0.1452 -0.0656 0.1149 0.1487
H 2.4097 -3.1017 -0.1266 0.0174 -0.0321 -0.0882
H 2.5409 -4.0930 1.3365 0.0312 0.1057 0.0522
H 3.3470 -4.6027 -0.1267 0.0942 0.0276 -0.0166
C -0.8006 0.2227 -2.0737 0.3732 0.2564 0.2204
C 0.6461 0.2461 -1.5290 -0.4874 -0.1112 0.1981
C 0.9282 1.3327 -0.4600 0.9258 -0.8410 -0.1382
C 1.9119 2.4187 -0.9454 -0.9360 0.4122 0.2811
B 1.3089 3.7235 -1.5768 0.2381 -0.0809 0.3827
C 2.2104 5.0317 -1.6261 -0.1831 -0.6179 -1.2092
C 3.6960 4.7989 -1.8935 0.5364 0.8645 0.6800
O 3.9641 4.7002 -3.3076 -0.4559 -0.0516 0.1330
C 3.9649 3.4287 -3.7825 -0.4432 0.0621 -0.4607
C 2.8589 3.1295 -4.7548 -0.5379 0.2090 0.0803
O 4.7662 2.6143 -3.4552 0.6651 -0.5657 0.4838
C -0.1371 3.8235 -2.2217 -0.0125 0.6478 0.0937
O -1.1508 3.3853 -1.3380 0.0231 -0.3015 0.0919
C -2.4549 3.7864 -1.6998 -0.0658 0.2813 -0.4120
C -2.9697 3.1907 -3.0212 -0.6067 -0.4097 0.2862
C -4.0733 2.1301 -2.8016 0.2389 0.1282 0.1096
H -0.8284 0.6598 -3.0733 -0.2485 -0.0478 -0.0248
H -1.2221 -0.7823 -2.0961 0.0805 -0.0414 -0.2073
H -1.4349 0.8129 -1.4139 -0.1247 -0.0001 -0.1154
H 0.8543 -0.7304 -1.0826 0.0160 0.0159 0.0349
H 1.3664 0.3416 -2.3455 -0.0447 0.0157 -0.0535
H 0.0097 1.7318 -0.0378 -0.0443 0.1576 -0.2112
H 1.4363 0.8075 0.3507 -0.0248 0.1159 0.1304
H 2.5950 1.9992 -1.6972 0.1353 -0.0579 0.1213
H 2.5409 2.7259 -0.1013 0.1810 -0.0245 -0.1117
H 1.8392 5.6167 -2.4780 0.0893 0.3346 0.1885
H 2.0589 5.6542 -0.7403 -0.0287 -0.1375 0.1249
H 4.1204 3.9421 -1.3697 -0.0987 -0.1467 -0.1234
H 4.2591 5.6687 -1.5527 0.0958 -0.0206 -0.1422
H 2.5940 2.0766 -4.6920 0.2413 -0.0696 -0.1589
H 1.9703 3.7069 -4.4957 0.0570 0.1240 -0.0799
H 3.1364 3.3938 -5.7745 0.0907 -0.0419 0.0012
H -0.1366 3.2819 -3.1844 -0.0529 -0.1216 0.0439
H -0.3402 4.8748 -2.4861 -0.0285 -0.0108 -0.0580
H -3.1037 3.4880 -0.8772 0.0909 -0.0953 0.0496
H -2.5086 4.8834 -1.7621 0.2139 0.0143 0.0516
H -2.1585 2.7047 -3.5620 0.1291 0.2324 -0.0318
H -3.3741 3.9775 -3.6587 0.1724 0.0949 0.0058
H -3.6427 1.1325 -2.8848 -0.2202 -0.0947 -0.0473
H -4.4950 2.2037 -1.7982 -0.0165 0.0241 -0.0011
H -4.8955 2.2581 -3.5052 0.0690 -0.2019 -0.1149
```
Positions in Å, forces in eV/Å.

Entry 2:
Molecular formula: C4H8O2
Method: DFT, ωB97M-V with the def2-TZVPD basis set

Calculated values
E_LUMO   0.38 eV
Gap between HOMO and LUMO   10.3 eV
Relative energy (zero: lowest compared OMol25 entry of this formula, charge and spin)   49.8 kcal/mol
Structure (SMILES)   C=CC=O.CO
Electronic energy   -307.63302 hartree
HOMO level   -0.363 Eh

The geometry in XYZ format:
```
14
Properties=species:S:1:pos:R:3:forces:R:3
C -0.7787 -0.5160 1.9264 -0.0896 -0.0018 -0.1057
C -1.5953 -0.6301 0.8791 0.0673 -0.0194 0.1631
C -1.7362 0.4780 -0.0956 -0.1764 -0.0282 -0.1777
O -2.4095 0.4002 -1.0994 0.2601 0.0388 0.3503
H -0.1870 0.3856 2.0723 -0.1068 -0.1198 -0.0381
H -0.6537 -1.3115 2.6556 -0.0545 0.0958 -0.1180
H -2.1862 -1.5232 0.6867 0.0765 0.1147 0.0361
H -1.1755 1.3993 0.1585 -0.0771 -0.0947 -0.0511
C 2.0041 0.3996 -1.4201 0.2770 0.1303 -0.3215
O 1.2275 0.1725 -0.2612 -0.1076 -0.2472 0.0384
H 1.3949 0.4055 -2.3344 0.0647 -0.0038 0.1593
H 2.8073 -0.3420 -1.5345 -0.1396 0.1175 0.0388
H 2.4622 1.3846 -1.3053 -0.0495 -0.1322 -0.0438
H 0.8260 -0.7024 -0.3283 0.0556 0.1499 0.0698
```
Positions in Å, forces in eV/Å.

Entry 3:
Molecular formula: C6H16N2
Method: DFT, ωB97M-V with the def2-TZVPD basis set

Calculated values
E_LUMO   0.91 eV
Gap between HOMO and LUMO   9.5 eV
Relative energy (zero: lowest compared OMol25 entry of this formula, charge and spin)   26.4 kcal/mol
Structure (SMILES)   C/N=C\N.CC(C)C
Electronic energy   -347.68279 hartree
HOMO level   -0.316 Eh

The geometry in XYZ format:
```
24
Properties=species:S:1:pos:R:3:forces:R:3
C 2.1605 0.4006 -1.7648 0.7567 0.9087 -1.2259
N 0.9891 1.2160 -2.1510 -0.8827 -0.8107 2.0600
C 0.6063 2.1245 -1.3219 -0.0545 0.0555 -1.2042
N 1.4134 2.8897 -0.4907 0.8459 -0.3611 -0.1931
H 2.5676 -0.0901 -2.6802 -0.1880 0.4316 0.7048
H 1.8578 -0.4049 -1.0848 -0.1044 0.2659 -0.0472
H 2.9734 0.9935 -1.2840 -0.2591 -0.5517 -0.2444
H -0.4922 2.3714 -1.2590 1.1584 0.1502 -0.3628
H 2.4169 2.9159 -0.7619 -1.2698 -0.0369 0.4130
H 1.0426 3.7986 -0.2643 0.0027 -0.0810 0.1014
C -1.8490 -2.0191 1.8451 -0.4189 0.2205 0.3805
C -0.8045 -1.4524 0.8729 -0.3733 -0.1919 0.0434
C -1.4517 -1.1468 -0.4788 -0.1659 0.0364 -0.6303
C -0.1562 -0.2035 1.4631 -0.2974 0.6931 0.5109
H -1.3998 -2.2552 2.8319 -0.1870 0.0995 -0.5115
H -2.6348 -1.2301 2.0297 0.5700 -0.8815 -0.2182
H -2.3219 -2.9504 1.4568 0.2138 0.7197 0.2198
H -0.0376 -2.2137 0.7151 0.1232 -0.0459 0.0238
H -0.7263 -0.7624 -1.2150 -0.0969 -0.1467 0.2851
H -2.2012 -0.3422 -0.3662 0.0882 -0.3857 0.0074
H -1.9423 -2.0363 -0.9477 0.3028 0.6378 0.5301
H 0.3441 -0.4076 2.4430 -0.4671 0.1408 -0.7163
H 0.6025 0.2172 0.7865 -0.2456 -0.0638 0.1844
H -0.9566 0.5874 1.6261 0.9491 -0.8030 -0.1104
```
Positions in Å, forces in eV/Å.

Entry 4:
Molecular formula: BrH14O7
Method: DFT, ωB97M-V with the def2-TZVPD basis set

Calculated values
E_LUMO   3.06 eV
Gap between HOMO and LUMO   9.6 eV
Net charge   -1
Relative energy (zero: lowest compared OMol25 entry of this formula, charge and spin)   22.6 kcal/mol
Electronic energy   -3109.20749 hartree
HOMO level   -0.239 Eh

The geometry in XYZ format:
```
22
Properties=species:S:1:pos:R:3:forces:R:3
Br -0.4548 -0.0540 0.1525 -0.2185 -0.1392 0.2855
O 2.2662 1.2870 -1.1455 -1.2031 -0.3366 0.0748
H 2.8052 1.0240 -0.3955 -0.1470 -0.0757 0.1136
H 1.3482 0.9250 -0.9385 1.5449 0.5078 -0.2066
O 0.2222 -1.7890 -2.7395 0.0518 -0.5765 -1.1803
H -0.1618 -1.2570 -2.0635 -0.6803 1.1841 0.5671
H 0.6182 -2.4600 -2.1855 0.5308 -0.4795 -0.0251
O -2.2258 2.9890 0.5325 -2.0353 2.6870 0.3205
H -2.0108 2.1080 0.4425 0.8388 -3.1174 -0.3891
H -1.4148 3.4580 0.4995 1.1441 0.5309 -0.0788
O -1.9308 0.9190 -2.6725 -0.9929 0.1329 -1.4080
H -2.6698 0.2990 -2.7365 0.2542 0.1678 -0.0258
H -1.5568 0.7350 -1.8285 0.6653 -0.2287 1.2931
O 1.2342 -2.8650 -0.4895 -0.4782 0.5125 1.1041
H 0.5982 -2.1740 -0.1485 0.5300 -0.6786 -0.4575
H 2.0642 -2.5440 -0.1195 0.1015 -0.0358 -0.2410
O 1.7042 -1.2850 2.5695 -1.1830 2.9123 0.7042
H 2.0432 -2.1080 2.3865 1.0632 -2.9917 -0.6557
H 0.8612 -1.2130 2.0945 0.1627 0.1345 -0.0207
O -1.4098 1.3250 3.1145 -3.4881 -0.5150 1.5537
H -1.2948 0.9860 2.2615 0.6234 -0.8099 -2.0734
H -0.6358 1.6950 3.4085 2.9159 1.2145 0.7453
```
Positions in Å, forces in eV/Å.

Entry 5:
Molecular formula: C16H20Cl30O5S
Method: DFT, ωB97M-V with the def2-TZVPD basis set

Calculated values
E_LUMO   -0.06 eV
Gap between HOMO and LUMO   9.1 eV
Electronic energy   -15201.21372 hartree
HOMO level   -0.338 Eh

The geometry in XYZ format:
```
72
Properties=species:S:1:pos:R:3:forces:R:3
C -1.2732 0.5706 2.2144 5.1370 -4.9732 -10.4366
C -0.7472 -0.1149 1.0775 -3.7395 5.4054 6.3887
C -0.3373 -0.5731 -0.4779 -2.1662 -0.1445 2.1334
O 0.7804 -1.5274 -0.4161 -0.2032 2.6923 -1.8589
S 2.2266 -0.8803 -1.0451 1.1851 3.1912 5.8515
O 2.6786 0.2365 -0.0253 -1.9846 -3.7482 -3.7994
O 2.0057 -0.0834 -2.5369 -0.7834 -3.7675 0.2982
O 2.0922 1.2033 -2.2234 0.4114 5.5493 -0.9411
C 2.5604 1.9951 -3.3719 0.4721 2.0111 -0.4235
C 1.3236 2.9102 -3.9963 -0.8592 -0.7538 -0.5697
C -0.0904 2.0974 -4.1609 -0.6540 -0.8597 -0.5921
O 1.0517 4.1336 -3.2258 -0.7377 -1.7675 0.0547
H -1.9146 1.2340 2.9718 2.8965 -2.0655 -1.6676
H -0.1463 0.3772 -1.1333 -0.1660 -1.8132 1.3899
H -1.2751 -1.1881 -0.8809 2.1105 1.5001 0.8436
H 3.1513 1.3865 -4.1821 -1.5439 0.7568 1.6420
H 3.3377 2.7885 -2.9341 -1.7405 -1.8751 -0.7924
H 1.6723 3.2103 -5.0861 -0.6223 -0.2442 2.3735
H -1.0506 2.7244 -3.8380 2.3260 -1.0427 -0.6991
H -0.2477 1.7859 -5.2988 0.3423 0.7840 2.5444
H -0.1524 1.0884 -3.5502 0.3737 2.0648 -1.1349
H 0.3286 3.9544 -2.5287 1.7710 0.1171 -1.6541
C 4.6214 -4.0102 -2.2199 0.1298 -0.2720 -0.2617
Cl 3.4729 -2.6866 -2.4820 1.2977 -1.6050 -0.8809
Cl 3.8177 -5.5779 -2.4092 0.1338 0.1754 0.1055
Cl 5.9917 -3.8748 -3.3350 -0.0848 -0.0128 0.1734
H 5.0011 -3.9392 -1.1974 -0.1611 0.0196 -0.3541
C -0.5527 -0.5412 -7.5278 -0.0270 -0.1196 0.0338
Cl 0.0412 0.9784 -8.2188 -0.1046 -0.1085 0.0754
Cl -0.2127 -1.8955 -8.6185 -0.0818 0.1906 0.1201
Cl 0.1727 -0.8265 -5.9366 0.0375 0.0566 -0.2654
H -1.6358 -0.4628 -7.4034 0.3756 -0.0168 -0.0494
C -0.4203 -4.9737 -4.9623 -0.0183 0.3709 0.0093
Cl 0.3957 -5.8509 -6.2677 -0.1060 0.0465 0.1649
Cl 0.7653 -4.2777 -3.8445 -0.1786 -0.1025 -0.1354
Cl -1.4692 -3.7082 -5.6239 -0.0812 -0.3410 0.0985
H -1.0420 -5.6814 -4.4080 0.3454 0.8010 -0.3533
C -3.0296 -0.2583 5.7646 -0.0171 -0.1256 0.5461
Cl -2.2173 0.0893 7.3004 -0.6404 0.3569 0.1173
Cl -1.9340 0.0298 4.4022 -0.9905 -1.1296 2.4467
Cl -3.6272 -1.9262 5.7404 0.0182 0.1868 -0.0270
H -3.8848 0.4153 5.6671 0.2953 -0.2110 -0.0290
C -2.3617 -8.4195 -2.8200 -0.1400 -0.1061 0.1906
Cl -1.2752 -7.7075 -4.0250 -0.2190 -1.0383 0.2727
Cl -1.9854 -7.8035 -1.2019 -0.0206 -0.1143 -0.2393
Cl -4.0524 -8.0886 -3.2341 0.2466 -0.0790 0.0280
H -2.2130 -9.5023 -2.8194 -0.0331 0.3871 -0.0236
C 1.2208 -2.0443 7.7254 0.0257 -0.0282 -0.0340
Cl 0.2268 -1.5237 6.3542 0.7013 -0.4185 -0.0256
Cl 1.5219 -0.6886 8.8258 -0.1604 -0.2132 0.0660
Cl 0.4416 -3.3828 8.5859 0.1107 0.1102 -0.1034
H 2.1817 -2.3953 7.3405 -0.3102 0.1238 0.1616
C -4.5098 3.1518 2.2448 -0.3652 0.4749 -0.0251
Cl -5.2239 3.3266 0.6327 0.1557 -0.0294 0.1897
Cl -5.6572 2.3814 3.3534 0.1771 0.0927 -0.0597
Cl -3.0048 2.2204 2.1609 -2.3949 1.9934 -1.1418
H -4.2769 4.1486 2.6281 -0.1962 -0.4772 -0.2739
C -4.3520 6.9333 3.9807 -0.0605 0.2032 0.0383
Cl -3.7830 5.3579 4.5585 0.0962 0.3496 0.2868
Cl -4.4239 6.9578 2.2105 0.0437 -0.0196 0.1837
Cl -5.9379 7.3140 4.6731 0.2638 -0.0457 -0.0853
H -3.6415 7.6970 4.3071 -0.2343 -0.2920 -0.1137
C 1.5002 3.5774 0.4249 0.4302 -0.1826 0.0009
Cl 2.5867 4.2894 -0.7801 -0.0294 -0.0375 0.6632
Cl 1.8765 4.1934 2.0430 -0.1214 -0.0917 -0.1451
Cl -0.1905 3.9084 0.0108 -0.0348 -0.0529 -0.0081
H 1.6490 2.4946 0.4255 -0.0338 0.2385 -0.0238
C 4.7001 1.1204 6.4319 -0.0024 -0.0154 -0.0506
Cl 3.3340 0.0220 6.1736 0.3019 0.2884 -0.2868
Cl 4.4267 2.1271 7.8641 0.0238 -0.0845 -0.1811
Cl 6.2104 0.2079 6.5919 -0.1457 0.1272 -0.0498
H 4.7843 1.7758 5.5613 -0.0419 -0.2401 0.3039
```
Positions in Å, forces in eV/Å.